# 1
98
Properties=species:S:1:pos:R:3 method="wB97M-V/def2-TZVPD" spin_multiplicity=1 energy_ev=-158236.1142 homo_energy_ev=-4.93
C 2.488 -2.818 1.786
C 2.520 -1.632 2.716
O 2.685 -1.740 3.889
O 2.368 -0.418 2.076
C 1.153 0.252 2.373
C 0.617 0.862 1.067
C -0.812 0.491 0.705
C -1.834 0.527 1.876
C -2.608 -0.769 1.884
C -3.489 -0.982 0.841
N -4.161 -2.137 0.765
C -4.013 -3.123 1.659
C -3.173 -2.960 2.735
N -2.995 -3.962 3.700
C -2.462 -1.756 2.850
C -1.532 -1.589 4.017
O -0.571 -2.297 4.118
O -1.819 -0.656 4.923
H 3.394 -3.403 1.895
H 1.642 -3.429 2.095
H 2.362 -2.487 0.761
H 0.483 -0.447 2.866
H 1.327 1.047 3.121
H 1.248 0.469 0.276
H 0.715 1.950 0.992
H -1.185 1.161 -0.065
H -0.823 -0.504 0.259
H -2.556 1.320 1.720
H -1.379 0.701 2.847
H -3.659 -0.250 0.071
H -4.777 -2.272 -0.025
H -4.557 -4.043 1.527
H -2.093 -3.782 4.133
H -2.847 -4.830 3.192
H -2.435 -0.017 4.540
O 0.920 2.558 -1.609
C 1.722 3.506 -1.249
C 3.324 2.964 -1.253
O 4.149 3.834 -0.930
H 1.573 3.915 -0.214
H 1.754 4.426 -1.911
H 3.250 2.584 -2.390
H 3.359 2.012 -0.655
Be 2.523 3.274 -3.889
F -1.711 3.301 1.462
C -2.328 4.509 1.607
C -2.866 4.840 2.832
C -3.488 6.073 2.972
C -3.566 6.940 1.892
C -3.018 6.579 0.668
C -2.386 5.353 0.520
H -2.799 4.146 3.659
H -3.910 6.355 3.926
H -4.053 7.899 2.004
H -3.080 7.254 -0.175
H -1.943 5.054 -0.421
C -1.004 -6.686 5.540
C -1.032 -6.726 4.082
N -1.061 -6.730 2.935
H -1.183 -7.690 5.943
H -0.017 -6.297 5.897
H -1.792 -6.029 5.920
O 4.358 3.562 -5.858
S 4.618 4.275 -7.146
O 3.686 5.406 -7.268
O 4.432 3.346 -8.271
O 6.012 4.746 -7.129
Li 1.937 2.605 2.673
Al 1.027 -7.973 5.601
Br 3.379 1.692 4.787
C 0.841 -3.953 -6.589
O -0.296 -3.226 -6.163
C -0.613 -3.394 -4.792
C -0.424 -2.095 -4.038
N 0.986 -1.755 -3.932
C 1.243 -0.410 -3.417
C 0.800 0.766 -4.273
O 1.512 0.912 -5.482
C 1.019 0.205 -6.604
H 0.925 -3.826 -7.667
H 1.758 -3.578 -6.123
H 0.733 -5.020 -6.369
H -0.024 -4.198 -4.340
H -1.669 -3.681 -4.738
H -0.841 -2.200 -3.029
H -0.996 -1.320 -4.567
H 1.409 -1.832 -4.849
H 2.323 -0.325 -3.275
H 0.786 -0.315 -2.426
H 1.031 1.673 -3.707
H -0.284 0.776 -4.451
H -0.069 0.094 -6.567
H 1.488 -0.779 -6.692
H 1.285 0.777 -7.492
C 2.268 1.285 8.229
O 2.151 0.137 8.651
O 3.211 2.070 8.497
O 1.442 1.859 7.472

---

# 2
50
Properties=species:S:1:pos:R:3 method="wB97M-V/def2-TZVPD" charge=+1 spin_multiplicity=3 energy_ev=-77524.9503 s_squared=2.0064 homo_energy_ev="-12.26 / -12.26"
Pd 1.885 -2.727 -2.412
N 1.294 -1.140 -1.184
S 1.784 0.251 -0.644
O 2.839 0.235 0.324
O 0.823 1.318 -0.548
F 2.628 0.625 -1.963
S 0.187 -1.421 0.072
O -1.085 -0.771 0.038
O 0.853 -1.641 1.321
F -0.148 -2.886 -0.455
C -1.291 -3.650 -6.402
C -2.506 -4.065 -5.583
O -2.003 -3.930 -4.255
C -0.884 -3.236 -4.195
O -0.339 -2.758 -3.229
O -0.413 -3.045 -5.440
H -1.366 -2.858 -7.147
H -0.801 -4.519 -6.849
H -2.767 -5.112 -5.701
H -3.335 -3.380 -5.760
C 3.437 -0.611 4.180
C 3.161 -1.960 3.505
O 4.477 -2.505 3.245
C 5.327 -1.840 3.991
O 6.471 -2.239 4.272
O 4.847 -0.699 4.387
H 2.751 -0.544 5.021
H 3.234 0.203 3.481
H 2.595 -1.876 2.578
H 2.698 -2.698 4.161
C -2.548 0.534 2.617
C -2.900 1.882 1.972
O -3.686 2.552 2.964
C -4.013 1.678 3.914
O -4.831 1.855 4.755
O -3.167 0.591 3.890
H -1.473 0.381 2.697
H -2.914 -0.292 2.002
H -3.333 1.812 0.979
H -1.940 2.394 1.885
C -1.268 4.655 -0.328
C -0.501 4.268 -1.589
O 0.766 4.808 -1.310
C 0.931 4.887 0.045
O 1.915 5.315 0.558
O -0.244 4.657 0.655
H -2.096 3.995 -0.079
H -1.624 5.687 -0.418
H -1.030 4.644 -2.459
H -0.397 3.177 -1.555

---

# 3
93
Properties=species:S:1:pos:R:3 method="wB97M-V/def2-TZVPD" charge=-1 spin_multiplicity=1 energy_ev=-59502.9613 homo_energy_ev=-5.35
B -3.095 0.932 1.204
C -1.731 0.339 1.892
F -1.878 0.106 3.258
F -0.738 1.358 1.840
C -1.060 -0.858 1.232
C -1.980 -1.975 0.708
Si -2.937 -2.953 2.000
C -4.316 -2.031 2.865
C -3.785 -4.364 1.039
C -1.828 -3.769 3.302
C -1.545 -5.109 3.196
C -0.777 -5.754 4.127
C -0.271 -5.056 5.196
C -0.524 -3.718 5.300
C -1.298 -3.081 4.375
H -4.037 0.729 1.945
H -3.373 0.380 0.150
H -2.989 2.116 0.949
H -0.378 -0.507 0.458
H -0.418 -1.326 1.998
H -2.650 -1.643 -0.086
H -1.317 -2.713 0.227
H -4.971 -2.797 3.307
H -4.938 -1.442 2.191
H -3.998 -1.389 3.687
H -3.032 -4.768 0.354
H -4.205 -5.129 1.690
H -4.538 -3.901 0.397
H -1.919 -5.704 2.371
H -0.576 -6.816 4.038
H 0.325 -5.582 5.932
H -0.112 -3.154 6.130
H -1.511 -2.023 4.474
C -1.494 4.343 2.703
C -1.337 5.832 2.522
O -2.201 6.545 2.029
N -0.152 6.367 2.928
C 0.967 5.664 3.531
H -2.466 4.028 2.336
H -0.729 3.816 2.136
H -1.419 4.074 3.758
H -0.075 7.359 2.774
H 1.171 6.094 4.515
H 1.846 5.788 2.898
H 0.751 4.607 3.641
C 2.577 2.939 1.422
C 3.114 4.142 0.683
O 3.390 5.188 1.257
N 3.280 4.025 -0.659
C 2.997 2.870 -1.496
H 2.498 3.180 2.478
H 1.586 2.670 1.053
H 3.251 2.089 1.308
H 3.642 4.857 -1.095
H 3.914 2.561 -2.001
H 2.263 3.157 -2.250
H 2.610 2.038 -0.920
C 6.065 0.664 -5.094
C 5.078 0.203 -4.044
O 3.869 0.241 -4.231
N 5.581 -0.264 -2.874
C 6.975 -0.390 -2.499
H 5.515 1.006 -5.966
H 6.667 1.490 -4.715
H 6.717 -0.158 -5.392
H 4.874 -0.558 -2.206
H 7.196 -1.435 -2.274
H 7.164 0.205 -1.604
H 7.634 -0.052 -3.293
C 2.316 -3.935 -1.517
C 2.835 -2.738 -2.276
O 3.158 -1.701 -1.718
N 2.936 -2.831 -3.625
C 2.609 -3.959 -4.474
H 2.294 -3.698 -0.458
H 1.304 -4.181 -1.840
H 2.969 -4.795 -1.670
H 3.282 -1.983 -4.059
H 3.498 -4.266 -5.029
H 1.838 -3.663 -5.188
H 2.247 -4.801 -3.892
C -6.632 1.577 -2.598
C -5.450 0.637 -2.615
O -5.503 -0.475 -2.119
N -4.305 1.071 -3.208
C -4.052 2.345 -3.846
H -7.457 1.091 -2.087
H -6.380 2.493 -2.062
H -6.943 1.819 -3.616
H -3.558 0.396 -3.175
H -3.770 2.182 -4.889
H -3.228 2.848 -3.336
H -4.928 2.984 -3.814

---

# 4
38
Properties=species:S:1:pos:R:3 method="wB97M-V/def2-TZVPD" spin_multiplicity=1 smiles=COc1cccc(-c2nnc(SCc3ccccn3)n2C)c1 energy_ev=-35694.1423 homo_energy_ev=-8.30
C -5.234 -1.794 0.490
O -5.308 -0.436 0.131
C -4.156 0.285 0.054
C -4.306 1.636 -0.267
C -3.201 2.458 -0.348
C -1.932 1.953 -0.129
C -1.772 0.604 0.167
C -0.427 0.101 0.396
N 0.517 0.776 1.008
N 1.618 0.027 1.051
C 1.357 -1.095 0.441
S 2.453 -2.428 0.195
C 3.783 -1.612 -0.794
C 3.983 -0.194 -0.380
C 4.633 0.136 0.804
C 4.727 1.472 1.150
C 4.178 2.422 0.304
C 3.566 1.988 -0.860
N 3.469 0.715 -1.198
N 0.060 -1.117 0.005
C -0.561 -2.159 -0.758
C -2.885 -0.230 0.268
H -6.263 -2.150 0.509
H -4.667 -2.376 -0.245
H -4.790 -1.926 1.481
H -5.303 2.013 -0.434
H -3.331 3.504 -0.584
H -1.059 2.582 -0.181
H 3.483 -1.661 -1.840
H 4.664 -2.227 -0.618
H 5.032 -0.638 1.441
H 5.214 1.766 2.069
H 4.218 3.473 0.545
H 3.124 2.687 -1.558
H 0.207 -2.672 -1.339
H -1.038 -2.892 -0.102
H -1.304 -1.726 -1.427
H -2.751 -1.262 0.551

---

# 5
16
Properties=species:S:1:pos:R:3 method="wB97M-V/def2-TZVPD" spin_multiplicity=2 energy_ev=-8855.3799 s_squared=0.7541 homo_energy_ev="-9.80 / -9.76"
C 0.689 1.079 0.342
O 1.450 0.701 -0.707
C -0.776 0.575 0.316
C -1.155 -0.914 0.390
N -1.263 0.930 -1.088
H 1.139 0.724 1.278
H 0.627 2.233 0.439
H -1.333 1.095 1.144
H -0.817 -1.400 -0.567
H -2.195 -1.165 0.532
H -0.614 -1.352 1.233
H -0.411 0.644 -1.567
H -1.250 1.944 -1.252
H 1.673 -1.157 -0.685
H 2.417 -1.916 0.468
O 1.819 -2.023 -0.275

---

# 6
72
Properties=species:S:1:pos:R:3 method="wB97M-V/def2-TZVPD" charge=+3 spin_multiplicity=1 energy_ev=-185870.1975 homo_energy_ev=-16.42
Pd 1.980 1.916 1.406
C 5.979 1.707 5.605
C 4.800 1.141 4.870
C 4.184 -0.046 5.253
C 3.088 -0.546 4.554
C 2.675 0.201 3.485
Br 1.179 -0.259 2.356
N 3.223 1.337 3.078
C 4.273 1.802 3.763
H 6.295 1.045 6.407
H 5.731 2.675 6.043
H 6.823 1.852 4.931
H 4.559 -0.593 6.108
H 2.594 -1.464 4.837
H 4.708 2.732 3.418
N 2.844 3.699 0.797
C 2.474 4.198 -0.538
C 3.166 5.248 -1.110
C 2.807 5.668 -2.385
C 1.778 5.035 -3.073
C 1.088 3.987 -2.485
C 1.432 3.574 -1.199
P 0.556 2.310 -0.274
C -1.010 2.950 0.318
C -1.354 2.827 1.664
C -2.558 3.342 2.120
C -3.415 3.981 1.235
C -3.075 4.107 -0.107
C -1.875 3.596 -0.570
C 0.268 0.932 -1.384
C -1.008 0.415 -1.587
C -1.201 -0.582 -2.540
C -0.123 -1.067 -3.269
C 1.159 -0.570 -3.048
C 1.355 0.430 -2.115
H 3.853 3.557 0.819
H 2.639 4.413 1.497
H 3.981 5.732 -0.586
H 3.344 6.485 -2.846
H 1.518 5.357 -4.072
H 0.300 3.483 -3.030
H -0.684 2.338 2.362
H -2.824 3.253 3.165
H -4.350 4.391 1.593
H -3.743 4.614 -0.790
H -1.615 3.709 -1.615
H -1.854 0.805 -1.035
H -2.203 -0.938 -2.746
H -0.282 -1.820 -4.031
H 1.995 -0.945 -3.623
H 2.348 0.840 -1.971
C -5.057 -7.559 -1.805
C -4.128 -6.428 -1.607
C -4.509 -5.326 -0.806
C -3.669 -4.278 -0.585
C -4.126 -3.107 0.220
C -2.318 -4.335 -1.166
Se -1.096 -3.134 -0.722
C -1.953 -5.453 -2.052
C -0.624 -5.515 -2.729
C -2.854 -6.458 -2.221
H -6.080 -7.317 -1.527
H -4.719 -8.388 -1.168
H -5.016 -7.931 -2.829
H -5.501 -5.322 -0.374
H -5.116 -3.295 0.628
H -4.174 -2.212 -0.404
H -3.441 -2.895 1.039
H -0.401 -4.587 -3.255
H -0.603 -6.336 -3.442
H 0.172 -5.673 -2.000
H -2.605 -7.304 -2.850

---

# 7
52
Properties=species:S:1:pos:R:3 method="wB97M-V/def2-TZVPD" charge=-1 spin_multiplicity=1 energy_ev=-39240.8358 homo_energy_ev=-4.12
C 1.822 2.486 0.113
C 1.297 1.304 -0.843
C 0.562 0.095 -0.083
C -0.931 0.415 0.434
O -1.111 0.419 1.888
B -1.363 1.863 2.185
O -2.383 2.189 1.135
C -1.639 1.786 -0.060
N -2.583 1.749 -1.238
C -2.917 2.982 -1.482
S -3.455 4.571 -1.417
H 1.259 3.475 -0.101
H 2.918 2.704 -0.196
H 1.747 2.276 1.229
H 2.230 0.866 -1.372
H 0.657 1.761 -1.685
H 0.454 -0.753 -0.866
H 1.201 -0.340 0.760
H -1.498 -0.558 0.127
H -0.335 2.383 1.823
H -1.645 2.127 3.318
H -0.980 2.715 -0.241
C 5.713 2.433 -2.112
O 4.938 3.287 -1.285
H 5.754 1.444 -1.656
H 5.251 2.357 -3.099
H 6.727 2.831 -2.205
H 4.917 4.154 -1.710
C 2.668 5.923 1.398
O 3.559 4.894 1.796
H 2.392 6.508 2.276
H 3.158 6.575 0.669
H 1.769 5.483 0.959
H 3.787 4.392 1.001
C -1.642 -3.663 0.365
O -2.142 -2.946 -0.754
H -0.749 -3.160 0.736
H -2.399 -3.685 1.154
H -1.386 -4.682 0.065
H -2.932 -3.412 -1.062
C -4.198 -5.246 -3.487
O -4.640 -4.422 -2.419
H -4.191 -6.283 -3.151
H -4.878 -5.145 -4.336
H -3.186 -4.955 -3.782
H -4.637 -3.511 -2.742
C -1.501 -5.904 3.459
O -0.503 -6.170 2.485
H -2.478 -6.130 3.032
H -1.336 -6.534 4.337
H -1.467 -4.850 3.744
H 0.350 -5.962 2.887

---

# 8
21
Properties=species:S:1:pos:R:3 method="wB97M-V/def2-TZVPD" spin_multiplicity=1 smiles=C[C@H](N)CN.O.O energy_ev=-10412.3688 homo_energy_ev=-8.44
C -1.802 1.474 -1.207
C -1.310 0.602 -0.057
N 0.063 0.184 0.038
C -2.266 -0.587 0.080
N -1.682 -1.798 0.682
H -1.476 1.111 -2.187
H -2.891 1.446 -1.175
H -1.419 2.495 -1.180
H -1.438 1.124 0.908
H 0.795 0.650 0.525
H 0.242 -0.721 -0.350
H -2.559 -1.015 -0.897
H -3.186 -0.251 0.579
H -1.578 -1.685 1.675
H -2.295 -2.585 0.480
O 4.265 5.068 -2.704
H 4.231 5.217 -1.779
H 3.397 4.841 -3.071
O 3.775 -4.777 3.246
H 3.681 -5.376 2.495
H 3.453 -5.417 3.900

---

# 9
52
Properties=species:S:1:pos:R:3 method="wB97M-V/def2-TZVPD" charge=-1 spin_multiplicity=1 energy_ev=-66358.8867 homo_energy_ev=-4.66
F -0.094 -0.012 -5.835
C 0.118 0.122 -4.486
C 1.422 0.248 -4.014
C 1.617 0.400 -2.632
F 2.909 0.330 -2.207
C 0.559 0.444 -1.692
B 0.699 0.838 -0.193
C 2.107 1.134 0.393
C 2.906 0.352 1.240
F 2.387 -0.835 1.688
C 4.185 0.677 1.676
C 4.712 1.909 1.303
F 5.975 2.265 1.751
C 4.002 2.769 0.479
C 2.741 2.355 0.049
F 2.092 3.226 -0.795
C -0.362 1.848 0.339
C -0.556 2.016 1.721
F 0.209 1.231 2.534
C -1.391 2.940 2.321
C -2.014 3.857 1.485
F -2.864 4.817 2.034
C -1.808 3.871 0.107
C -0.965 2.892 -0.424
F -0.677 3.051 -1.767
H -0.404 -0.773 0.396
C -0.710 0.225 -2.263
F -1.760 0.008 -1.408
C -0.967 0.076 -3.621
H 2.286 0.153 -4.698
H 4.726 -0.028 2.291
H 4.418 3.731 0.172
H -1.523 2.931 3.378
H -2.264 4.612 -0.550
H -1.967 -0.130 -3.969
O -5.039 -4.429 1.285
N -3.940 -4.728 0.773
O -3.751 -5.788 0.143
C -2.802 -3.794 0.884
C -1.616 -3.992 0.117
C -0.617 -3.015 0.043
N 0.577 -3.377 -0.632
O 0.660 -4.515 -1.152
O 1.516 -2.552 -0.692
C -0.506 -1.676 0.876
C -1.729 -1.686 1.778
N -1.847 -0.904 2.851
O -3.082 -1.370 3.438
N -3.644 -2.421 2.766
C -2.757 -2.671 1.776
H -1.548 -4.914 -0.443
H 0.380 -1.716 1.384

---

Calculated F_max (eV Å⁻¹), listed in the same order as above: 2.54; 6.99; 1.77; 1.18; 2.36; 0.19; 6.46; 2.08; 5.13